[1]
DFT (the ωB97M-V functional and the def2-TZVPD basis) results for 5 unconnected molecules or ions with the total composition C36H39Br3FN2.

Structure (XYZ):
```
81
C36H39Br3FN2 the ωB97M-V functional and the def2-TZVPD basis
H -8.567 2.291 0.167
H -2.570 -2.604 -2.972
H -10.902 3.059 -0.046
C -2.095 -3.404 -3.526
H -2.600 -5.369 -6.234
H 1.527 3.236 3.298
C -0.254 -4.916 -3.838
H -3.187 1.607 2.220
H -0.040 2.287 3.355
C 9.898 -1.691 2.113
C -4.887 1.243 -0.329
C 6.128 -0.221 0.312
C 0.736 2.742 2.750
H -4.890 2.230 -0.798
C -0.426 -0.860 -0.173
H 1.558 3.233 0.919
C 6.695 -1.266 -0.402
H 7.533 -2.469 4.407
H -1.771 -0.865 1.422
C 4.926 0.332 -0.107
C -1.519 -0.200 0.590
H 0.286 1.505 -0.231
H 8.203 -3.007 2.092
N -2.802 -0.019 -0.130
H 1.400 -3.389 -0.447
H -3.687 -3.556 -4.957
C -0.860 -3.892 -3.123
C 8.781 -2.297 2.671
C -0.879 -5.446 -4.957
C -8.776 3.340 0.013
H -9.530 7.082 -0.538
Br -3.021 3.662 0.921
H 6.513 -2.572 -2.095
C -0.260 2.094 0.506
H 10.195 -1.928 1.099
H -6.707 3.920 0.025
H -7.193 6.316 -0.326
C 10.263 -0.483 4.159
C -10.090 3.772 -0.107
H 7.633 -1.694 -0.072
C 0.749 2.722 1.429
H 2.509 -2.285 0.345
C -7.736 4.255 -0.067
C 9.147 -1.091 4.717
H -1.047 1.019 2.225
C 6.067 -1.759 -1.537
H 1.866 -1.859 -1.242
H -0.405 -6.242 -5.515
C -2.113 -4.956 -5.360
H -7.492 0.508 1.512
C -1.304 1.223 1.188
H 3.359 0.274 -1.572
H -0.366 -3.477 -2.253
C 1.627 -2.331 -0.293
C -2.723 -3.936 -4.643
H -5.739 1.878 1.638
H 11.509 -0.308 2.422
C -5.907 1.198 0.798
C -9.317 6.032 -0.384
H 10.843 0.222 4.741
C 0.474 -1.668 0.376
H 8.858 -0.860 5.734
C -8.004 5.602 -0.264
C 4.866 -1.205 -1.959
H 6.626 0.162 1.194
H 4.378 -1.583 -2.849
N -6.881 0.410 0.701
C -2.781 1.770 1.221
Br 0.344 -2.054 2.225
C -10.359 5.118 -0.307
C 10.638 -0.782 2.857
H -11.382 5.456 -0.404
H 4.483 1.148 0.449
Br -0.310 -0.389 -2.003
H -5.164 0.500 -1.074
H -0.732 2.893 -0.068
F -3.220 -0.925 -1.023
C 8.404 -1.996 3.973
C 4.297 -0.160 -1.243
H 0.707 -5.302 -3.523
C -3.533 0.976 0.205
```

The calculation puts the HOMO energy at -0.39431 hartree. Its total charge is +1. Its orbital gap is 6.52 eV. The LUMO energy comes out at -4.2127 eV.

[2]
DFT (the ωB97M-V functional and the def2-TZVPD basis) results for 3 unconnected molecules or ions with the total composition C25H53B3BrCl2N2O8P.

Structure (XYZ):
```
95
C25H53B3BrCl2N2O8P the ωB97M-V functional and the def2-TZVPD basis
O 7.408 -2.891 -6.550
C 6.739 -1.871 -7.303
H -6.404 -1.996 9.040
C -2.024 -0.895 5.922
C -2.528 2.177 -0.512
C 5.524 -0.250 -3.353
H -2.809 -2.016 -2.123
O -1.046 5.869 0.856
H -5.055 -1.645 5.057
C 6.143 -0.816 -6.359
N 5.004 -1.361 -5.610
C 0.924 5.079 -2.178
H -3.971 -0.079 -0.439
C -3.531 0.180 7.532
B -1.283 5.626 -0.613
H -0.696 -3.379 -1.238
H -1.836 -0.585 -2.871
C 6.834 -2.237 -3.064
H -1.635 -1.891 5.682
P -0.681 3.946 3.180
Cl 2.117 5.572 -3.560
H 5.978 -2.283 -7.977
H 2.643 -0.510 -0.490
Cl -0.457 7.699 -2.596
B -1.543 4.741 1.667
H -2.659 1.693 -2.811
H -5.148 -1.366 -2.831
C 1.051 -2.120 -0.222
C -0.173 6.024 -1.791
H 2.460 -1.935 1.575
H 5.270 -2.258 -5.209
H 1.518 -0.627 -1.999
H 5.042 0.461 -2.672
H 2.359 3.402 -1.424
H 6.936 -0.489 -5.679
H -2.917 0.757 4.757
Br 1.211 2.775 2.548
C -4.806 -0.913 4.287
C -6.237 -1.846 7.969
H -4.316 2.350 -1.985
H 6.431 -3.002 -3.729
C -0.337 -2.340 -0.795
C 1.185 3.594 -1.521
H 1.683 -3.743 1.408
H 0.647 -2.232 2.020
B -2.648 3.777 -0.156
H 5.796 -4.134 -6.136
H -1.807 -0.927 0.391
C -3.709 0.078 -1.592
C 4.547 -0.488 -4.523
C -4.732 -0.070 8.458
H -0.598 -0.075 -0.828
H -2.743 0.690 8.093
H -1.564 1.820 3.197
O -2.885 4.179 1.276
O -3.450 -1.068 3.889
H -5.151 0.447 -3.381
O 5.782 -1.418 -2.571
H 7.502 -1.390 -7.925
H 6.457 0.227 -3.671
H 2.898 -2.014 -1.729
O -5.866 -0.501 7.695
H -2.878 1.592 0.466
H -5.440 -1.126 3.423
C -3.355 1.694 -1.842
H 6.639 -4.457 -7.685
H 4.245 0.478 -4.943
O -1.757 2.655 3.754
H -1.653 -0.144 3.955
H 7.288 -2.754 -2.215
O -2.500 4.903 -1.112
H 7.612 -1.659 -3.572
C -1.336 -1.003 -0.685
N -3.007 -1.080 6.995
H 7.395 -4.895 -6.140
C -2.432 -0.909 -1.902
C 2.117 -1.300 -1.215
H -3.864 0.841 6.725
H 5.810 0.046 -6.944
H -3.780 -1.632 6.627
C 6.765 -4.156 -6.640
H -1.178 -0.314 6.308
H 0.662 2.736 -2.166
H -4.480 -0.773 9.262
C -2.524 -0.254 4.612
H 0.772 3.461 -0.434
H -5.475 -2.539 7.607
H 3.641 -0.950 -4.115
C 1.510 -2.592 1.279
H -1.377 1.961 -0.732
H -5.013 0.879 8.928
H -7.171 -2.056 7.440
H -5.027 0.100 4.635
H -5.984 0.011 -1.721
C -5.071 -0.267 -2.436
```

The calculation puts the HOMO energy at -0.25673 hartree. Its orbital gap is 5.73 eV. As for the structure (SMILES): CC(C)=CCC[C@H](C)CCB1OB(/C(Cl)=C(\C)Cl)OB(P(O)Br)O1.COCCNCCOC.COCCNCCOC. The LUMO energy comes out at -1.2540 eV.

[3]
DFT (the ωB97M-V functional and the def2-TZVPD basis) results for a molecular structure, C39H66N4OP2RuSSe3Te.

Structure (XYZ):
```
118
C39H66N4OP2RuSSe3Te the ωB97M-V functional and the def2-TZVPD basis
H 0.382 -4.037 5.185
C 0.097 2.583 5.298
P -0.087 1.579 -3.839
N 0.162 -1.950 -1.242
C 3.401 -2.511 3.859
C -2.540 -2.335 4.823
H -2.342 -0.877 3.228
H 0.292 2.140 -6.909
Te 2.824 3.649 0.836
H -0.044 -1.109 -5.599
H 0.328 0.445 5.235
H -2.612 1.654 -5.771
N -1.701 0.825 -1.188
C -0.360 -3.095 3.391
C -0.172 -4.318 -0.981
C 0.034 3.718 4.284
C -1.283 0.369 -4.595
C 2.712 -3.712 -3.238
C 2.141 -0.844 2.375
H 0.338 4.496 -3.056
H 4.515 -1.276 1.249
C 4.399 -2.854 2.745
Ru 0.513 0.844 -1.495
C -0.351 -1.600 3.726
C -2.019 0.749 -5.883
H -3.057 -2.960 4.089
C 0.251 1.177 3.171
H 0.297 -1.481 4.597
H 2.017 1.860 -7.026
Se 3.115 0.544 -1.201
H -1.503 -1.765 -4.857
H 0.985 1.727 2.572
H 3.003 -4.757 -3.184
H 1.210 -5.519 -2.074
H -0.116 -1.306 -3.861
H -2.714 -0.059 -6.126
Se 4.424 1.991 -0.056
C 3.991 -2.225 1.398
C -0.720 4.229 -3.003
C -0.494 -2.959 -0.686
H 4.469 -3.939 2.645
H 3.716 -0.393 3.800
C 1.197 -2.195 -2.077
C -0.698 -1.035 -4.730
C -3.807 3.628 0.158
H -0.028 4.208 -5.613
H 4.284 -2.875 0.571
H -1.177 -3.295 2.691
C -0.989 3.390 3.183
H -6.170 1.374 -0.769
C 1.115 1.580 -6.479
C -2.755 1.686 -0.768
H -1.352 0.867 -6.731
C -1.082 3.157 -4.022
C -2.658 2.957 -0.193
H 2.227 -0.862 4.574
H 1.548 2.932 -4.862
C 0.663 1.305 4.654
C -5.073 3.069 -0.049
H 1.949 -2.877 1.576
H -2.113 2.840 -3.822
O 1.791 -1.257 -2.617
H 3.538 -3.075 -2.932
H -2.049 0.339 -3.821
H -1.970 3.781 3.464
H -0.717 -5.143 -0.549
H 3.433 1.392 -5.262
C -5.198 1.821 -0.608
C 2.625 1.127 -4.576
H 1.753 1.331 4.717
S -3.915 -0.437 -1.643
H 3.879 -2.631 4.832
H -3.727 4.608 0.610
C 0.874 -4.527 -1.805
H -1.748 -0.327 4.785
H -2.117 -3.941 6.212
H 2.180 -1.624 0.371
H -1.715 4.652 -5.418
H 2.563 -3.214 3.842
C -1.097 1.876 2.934
H -5.958 3.621 0.236
H -3.312 -1.922 5.473
H -0.701 3.894 2.258
C 2.492 -1.950 1.363
N -1.488 -2.650 0.157
Se 0.768 3.013 -0.366
H -1.853 1.455 3.599
H 2.537 0.082 1.940
N 1.578 -3.496 -2.339
H -1.306 5.130 -3.196
H -0.909 2.396 5.688
C -1.572 -3.203 5.622
C -0.576 -3.905 4.678
H -1.431 1.686 1.912
H 0.559 -3.416 2.902
H -0.225 4.659 4.771
C -1.786 -1.191 4.120
H -1.302 3.151 -6.223
H -1.515 -1.705 0.518
H -1.035 -2.570 6.333
C 1.355 1.862 -4.993
P 0.313 -0.504 2.380
C -1.022 3.809 -5.408
H -1.700 3.405 -0.012
H -1.604 -1.080 -2.023
H 2.930 1.396 -3.574
C -4.031 1.140 -0.959
H 5.393 -2.501 3.028
H 2.492 0.045 -4.601
H -0.941 -4.903 4.424
H 1.029 3.852 3.847
H -1.975 -3.373 0.656
H -0.928 3.908 -1.993
C -2.217 -0.278 -1.647
H 2.436 -3.455 -4.260
H 0.717 2.862 6.151
C 2.871 -1.084 3.726
H 0.949 0.518 -6.657
```

The calculation puts the HOMO energy (alpha / beta) at -0.34096 / -0.34601 hartree. Its total charge is +1. Its orbital gap (alpha / beta) is 6.26 / 5.33 eV. The LUMO energy (alpha / beta) comes out at -3.0138 / -4.0864 eV. The energy relative to the best compared isomer or geometry (same formula, charge and spin) is 0.0 kcal per mole. As for the spin multiplicity: 2.

[4]
DFT (the ωB97M-V functional and the def2-TZVPD basis) results for a single CH4N2OS molecule.

Structure (XYZ):
```
9
CH4N2OS the ωB97M-V functional and the def2-TZVPD basis
H 1.145 -0.873 -0.985
N 0.588 -0.190 -0.446
H 0.559 -1.524 2.463
H 1.763 -1.452 1.200
O -1.140 -0.047 1.111
S -0.251 0.972 -1.401
C -0.082 -0.506 0.772
H 0.572 2.062 -1.237
N 0.782 -1.288 1.511
```

The calculation puts the HOMO energy at -0.34662 hartree. Its orbital gap is 10.00 eV. As for the structure (SMILES): NC(=O)NS. The LUMO energy comes out at 0.5690 eV. The energy relative to the best compared isomer or geometry (same formula, charge and spin) is 8.2 kcal per mole.

[5]
DFT (the ωB97M-V functional and the def2-TZVPD basis) results for 2 unconnected molecules or ions with the total composition HNO5S.

Structure (XYZ):
```
8
HNO5S the ωB97M-V functional and the def2-TZVPD basis
O -0.125 1.331 0.612
O 2.535 -3.247 -0.218
S -1.636 1.326 -0.421
O -2.796 1.337 0.500
O 1.288 -1.495 -0.024
O -1.461 2.602 -1.183
N 1.655 -2.630 0.435
H 0.540 0.776 0.299
```

The calculation puts the HOMO energy at -0.02219 hartree. Its total charge is -2. Its orbital gap is 7.13 eV. The LUMO energy comes out at 6.5267 eV. The energy relative to the best compared isomer or geometry (same formula, charge and spin) is 0.0 kcal per mole.

[6]
DFT (the ωB97M-V functional and the def2-TZVPD basis) results for 2 unconnected molecules or ions with the total composition C5H8O2.

Structure (XYZ):
```
15
C5H8O2 the ωB97M-V functional and the def2-TZVPD basis
O -2.003 1.185 -0.083
O -1.651 -1.691 -0.009
H 0.853 2.296 -0.417
C 0.742 0.075 -0.120
H -0.239 -0.026 1.734
H -0.477 -2.816 1.167
H 1.146 -1.114 1.586
C 1.417 1.360 -0.488
H 0.822 -0.076 -2.407
C 0.932 0.256 -1.386
H 2.488 1.480 -0.301
H -2.128 0.224 -0.147
C -0.684 -1.829 0.706
C 0.280 -0.710 1.049
H -1.497 1.385 -0.881
```

The calculation puts the HOMO energy at -0.34787 hartree. Its orbital gap is 10.10 eV. As for the structure (SMILES): O=CCC1=CC1.O. The LUMO energy comes out at 0.6329 eV. The energy relative to the best compared isomer or geometry (same formula, charge and spin) is 70.9 kcal per mole.

[7]
DFT (the ωB97M-V functional and the def2-TZVPD basis) results for a molecular structure, C51H44FeI2N2O4P2S.

Structure (XYZ):
```
107
C51H44FeI2N2O4P2S the ωB97M-V functional and the def2-TZVPD basis
C -3.407 -2.881 -0.602
H 0.427 3.429 0.790
O -2.600 -0.024 0.519
C -0.177 -0.456 -4.664
C 3.645 3.794 -2.437
H -5.262 -3.932 -0.831
H 4.171 -0.557 -2.177
C 3.746 -2.013 -3.687
H 1.760 2.822 -2.795
C -3.124 0.361 1.560
C 3.375 -0.548 0.679
P 1.846 -0.659 -0.294
C 2.322 -1.581 -1.800
C 5.584 -0.312 2.343
H 0.011 5.859 0.589
C 0.274 -5.090 1.333
H -1.251 2.823 -3.097
C -1.664 -4.005 0.385
C 1.707 -3.254 -3.417
H 3.177 1.808 -3.114
H 0.524 -2.738 -1.699
H 3.085 -3.542 -5.029
C 0.001 3.840 -0.117
C 5.523 -1.332 1.407
C 3.421 0.446 1.657
H 4.660 3.544 -2.127
O 0.286 -2.780 0.900
H -3.809 1.967 3.796
H 6.451 -0.212 2.978
H 3.247 4.562 -1.773
H 2.295 6.000 -5.134
H -1.099 6.753 -1.414
H -1.066 5.203 4.207
C -0.328 2.987 -1.168
H 0.336 1.382 2.909
C -1.766 1.511 3.324
C 2.758 2.557 -2.439
N 1.626 0.963 -0.888
I 2.304 -4.919 1.854
I -2.831 -8.132 1.401
H -1.882 -1.199 -5.720
C 1.433 -2.546 -2.261
C -0.472 2.027 3.225
C -3.186 -0.544 5.081
H 0.787 3.735 3.500
H -1.758 5.241 -3.244
H -3.761 -1.952 -1.028
C -2.540 3.660 4.085
H 3.601 1.565 -0.717
H -0.773 -1.361 2.814
C 3.480 -1.311 -2.525
C 2.643 1.996 -1.020
C -0.874 5.699 -1.351
H -4.367 -6.038 0.123
C -0.251 5.194 -0.221
C -1.960 0.162 -2.629
C -3.772 -3.032 3.985
H 4.647 -1.806 -4.245
C -2.412 -5.206 0.510
C 2.212 5.345 -4.273
H 1.996 5.927 -3.382
C -2.415 -0.430 -3.794
C 4.526 0.575 2.473
H -4.003 -3.994 3.551
C -2.798 2.342 3.762
H -3.345 4.299 4.412
H -2.645 0.426 -1.832
H -3.466 -0.649 -3.910
H 4.560 1.360 3.214
C 0.284 0.151 -3.510
Fe -0.684 -1.007 0.092
H 1.020 -4.011 -3.762
H -4.662 -3.484 5.880
S 3.822 4.532 -4.094
P -0.080 1.209 -0.890
C 4.420 -1.462 0.580
C 2.865 -2.988 -4.129
C -3.744 -5.158 0.053
H -4.124 -1.282 6.849
C -0.441 -6.271 1.450
C -3.843 -1.505 5.831
H 2.420 2.829 -0.343
H -2.948 0.410 5.522
C -0.603 0.463 -2.484
O -4.176 0.848 1.846
C -2.053 0.116 2.893
C -0.219 3.343 3.562
C -1.240 4.847 -2.383
C -0.317 -3.905 0.878
C -0.965 3.493 -2.298
H 1.332 0.388 -3.408
C -3.112 -2.080 3.234
H -2.843 -2.294 2.207
N -2.162 -2.888 -0.184
O -0.896 -0.513 2.364
C -2.809 -0.825 3.772
H 0.522 -0.711 -5.444
H 6.339 -2.035 1.323
C -1.254 4.167 3.976
H 4.376 -2.268 -0.137
C -1.767 -6.330 1.077
C -1.524 -0.743 -4.810
C -4.243 -3.998 -0.484
C -4.139 -2.746 5.291
H 2.580 1.120 1.759
H 0.049 -7.143 1.857
H 1.436 4.605 -4.447
```

The calculation puts the HOMO energy (alpha / beta) at -0.35665 / -0.35682 hartree. Its total charge is +1. Its orbital gap (alpha / beta) is 6.14 / 3.72 eV. The LUMO energy (alpha / beta) comes out at -3.5693 / -5.9857 eV. The energy relative to the best compared isomer or geometry (same formula, charge and spin) is 27.4 kcal per mole. As for the spin multiplicity: 6.

[8]
DFT (the ωB97M-V functional and the def2-TZVPD basis) results for a molecular structure, C4H14CuIN3S.

Structure (XYZ):
```
24
C4H14CuIN3S the ωB97M-V functional and the def2-TZVPD basis
C -2.941 0.102 -0.644
H 1.700 0.582 -1.777
I 0.089 1.063 2.402
H -4.005 1.625 0.404
H 0.643 -0.513 -2.761
H 1.844 1.497 0.713
H -2.506 1.579 1.222
H 3.137 -2.499 1.401
H -3.861 -0.473 -0.767
C -3.267 0.905 0.761
H 3.796 -0.400 0.754
H -2.173 -0.703 -0.685
H -0.064 0.880 -1.880
N 2.833 -0.198 0.475
H 1.634 -3.146 0.806
H -3.763 0.271 1.495
H -2.867 0.786 -1.488
C 1.957 -1.182 0.336
Cu -1.533 0.329 0.529
N 2.285 -2.378 0.857
N 2.542 1.114 0.047
S 0.401 -1.009 -0.442
C 0.715 0.111 -1.863
H 3.404 1.657 0.105
```

The calculation puts the HOMO energy (alpha / beta) at -0.15441 / -0.27165 hartree. Its orbital gap (alpha / beta) is 4.73 / 7.88 eV. The LUMO energy (alpha / beta) comes out at 0.5253 / 0.4928 eV. As for the spin multiplicity: 2.